1.
{
  "formula": "C5H5Br",
  "method": "ωB97M-V/def2-TZVPD",
  "elements": ["C", "C", "C", "C", "C", "Br", "H", "H", "H", "H", "H"],
  "positions_angstrom": [[0.22249, 1.67542, 0.13379], [-0.45676, 2.52383, -0.40031], [0.92307, 0.43586, 0.18505], [0.08191, -0.72594, -0.43697], [-1.07637, -1.00556, 0.45337], [-2.51828, 0.09567, 0.09555], [1.75992, 0.40065, -0.51903], [1.40181, 0.24036, 1.17856], [-0.12335, -0.28289, -1.36743], [0.71188, -1.60165, -0.53331], [-0.92631, -1.75576, 1.21073]],
  "total_charge": 0,
  "orbital_gap_ev": [5.972, 8.833]
}

***

2.
{
  "formula": "C5H5Br3",
  "method": "ωB97M-V/def2-TZVPD",
  "elements": ["C", "C", "C", "C", "C", "Br", "Br", "Br", "H", "H", "H", "H", "H"],
  "positions_angstrom": [[0.08600, 0.05742, 2.65097], [0.61087, -1.38765, -0.10178], [-0.73564, 0.67316, 1.85241], [-0.83473, 0.67353, 0.35069], [-0.00777, -0.30931, -0.48726], [0.28585, 0.03600, 4.47961], [1.46598, -2.95562, -0.62813], [0.90697, 0.09291, -4.25295], [-1.43419, 1.38898, 2.46056], [2.07265, -0.41086, -5.05218], [-2.00222, 0.54044, 0.32667], [-0.46435, 1.64888, -0.10378], [0.05058, -0.04789, -1.49484]],
  "total_charge": 0,
  "orbital_gap_ev": [8.470, 7.833]
}

***

3.
{
  "formula": "C5H5BrN2O2",
  "method": "ωB97M-V/def2-TZVPD",
  "elements": ["C", "C", "C", "C", "C", "N", "N", "O", "O", "Br", "H", "H", "H", "H", "H"],
  "positions_angstrom": [[0.53786, 1.27036, 0.39459], [-0.48131, 0.48688, -0.02187], [1.65591, 1.19701, -1.77084], [0.97292, -2.42290, -0.15517], [-1.57487, -0.05206, 0.95690], [-0.52578, 0.24614, -1.30444], [1.58588, 1.51544, -0.54510], [1.28518, -1.64163, 0.57090], [0.58479, -3.28372, -0.78935], [-1.42999, -1.04019, -2.06627], [0.53661, 2.04709, 1.23263], [-1.76923, 0.80973, 1.63235], [-2.47417, -0.26670, 0.40717], [-1.15776, -0.89444, 1.39612], [2.25395, 2.02899, 0.06236]],
  "total_charge": 0,
  "orbital_gap_ev": [7.072, 7.073]
}

***

4.
{
  "formula": "C5H5BrN2O4",
  "method": "ωB97M-V/def2-TZVPD",
  "elements": ["O", "C", "C", "C", "C", "Br", "N", "C", "O", "N", "O", "O", "H", "H", "H", "H", "H"],
  "positions_angstrom": [[-1.85990, -0.05576, 1.59477], [-1.06133, -0.15160, 0.71464], [-0.74848, -1.26925, -0.20562], [0.76391, -1.49952, -0.41175], [1.61499, -0.36441, 0.05076], [3.46604, -0.74216, 0.05068], [1.28541, 0.76817, 0.48239], [-0.05525, 1.19601, 0.47950], [-0.35567, 2.14506, 1.38849], [-0.42815, 1.69301, -0.91503], [-1.15078, 2.64524, -0.97004], [-0.00133, 1.04595, -1.84427], [-1.23691, -2.17971, 0.14800], [-1.19375, -0.99102, -1.16813], [0.96808, -1.67017, -1.47215], [1.08075, -2.39963, 0.12479], [-1.08765, 1.82977, 1.95296]],
  "total_charge": 0,
  "smiles": "O=C1CCC(Br)=N[C@@]1(O)[N+](=O)[O-]",
  "orbital_gap_ev": 9.681
}

***

5.
{
  "formula": "C5H5Cl",
  "method": "ωB97M-V/def2-TZVPD",
  "elements": ["C", "C", "Cl", "H", "C", "C", "C", "H", "H", "H", "H"],
  "positions_angstrom": [[-1.93569, 0.08093, -1.16208], [-2.94543, 0.40718, -0.60292], [-4.19492, 0.67139, 0.40296], [-0.93714, -0.09221, -1.47730], [1.79581, -1.70114, -0.20896], [1.66246, -0.55482, 0.14942], [1.31848, 0.78780, 0.70913], [1.77759, -2.69668, -0.51150], [0.18789, 0.69214, 0.78738], [1.61536, 1.62090, 0.19306], [1.65559, 0.78450, 1.72082]],
  "total_charge": 0,
  "smiles": "C#CCl.C#CC",
  "orbital_gap_ev": 10.775
}

***

6.
{
  "formula": "C5H5Cl2CrNO4Pm",
  "method": "ωB97M-V/def2-TZVPD",
  "elements": ["Cr", "Pm", "Cl", "Cl", "C", "C", "C", "O", "O", "O", "C", "C", "N", "O", "H", "H", "H", "H", "H"],
  "positions_angstrom": [[-0.38684, -0.26183, -3.81375], [0.51888, -0.26229, -0.56963], [-1.12893, -1.85244, -2.20070], [-0.82996, 1.50764, -2.07541], [1.70150, 1.81999, 0.20956], [0.31979, -1.79672, -4.75172], [0.31431, 1.19944, -4.92718], [2.10320, 2.85194, 0.54833], [0.79988, -2.80986, -5.05921], [0.83885, 2.03588, -5.54756], [0.11706, 0.64580, 3.34294], [-0.51834, -0.47203, 2.60860], [-1.24802, -1.37110, 3.26315], [-0.38320, -0.61411, 1.33234], [-0.14009, 0.56976, 4.40847], [-0.24200, 1.61620, 2.95808], [1.21306, 0.60684, 3.24118], [-1.68294, -2.13117, 2.76326], [-1.36619, -1.28194, 4.26925]],
  "multiplicity": 8,
  "total_charge": 4,
  "orbital_gap_ev": [4.076, 5.631]
}

***

7.
{
  "formula": "C5H5Cl2NO4RuV",
  "method": "ωB97M-V/def2-TZVPD",
  "elements": ["V", "Ru", "Cl", "Cl", "C", "C", "C", "O", "O", "O", "C", "C", "N", "O", "H", "H", "H", "H", "H"],
  "positions_angstrom": [[1.07998, 1.71767, -1.98912], [-0.20595, 0.50324, -0.62810], [2.28205, 0.19273, -0.30922], [0.25356, -0.43796, -2.84233], [-1.98021, 0.96785, -0.60977], [2.12644, 3.04079, -1.15701], [0.07971, 2.91460, -3.00293], [-3.12445, 1.26689, -0.52907], [2.90799, 3.78186, -0.68561], [-0.39727, 3.73459, -3.70639], [-0.08497, -3.06090, 1.73055], [-0.38309, -1.67675, 1.26283], [-0.56579, -0.65663, 2.11463], [-0.47359, -1.46643, 0.01254], [-0.44561, -3.22353, 2.74826], [0.99755, -3.21193, 1.69106], [-0.53402, -3.78173, 1.04259], [-0.91590, 0.24796, 1.75370], [-0.61644, -0.85232, 3.10338]],
  "multiplicity": 8,
  "total_charge": 4,
  "orbital_gap_ev": [7.337, 5.638]
}

***

8.
{
  "formula": "C5H5ClF3N2",
  "method": "ωB97M-V/def2-TZVPD",
  "elements": ["C", "C", "C", "C", "C", "N", "N", "F", "F", "F", "Cl", "H", "H", "H", "H", "H"],
  "positions_angstrom": [[2.10372, -0.78418, 0.08426], [1.11521, 1.40850, -0.19660], [1.29020, -1.83559, -0.23545], [-0.85686, 0.19012, 0.32319], [-2.31659, 0.09546, 0.27741], [1.99796, 0.55370, -0.01548], [-0.22612, 1.21141, -0.30752], [3.23207, -1.08410, 0.75216], [1.48054, 2.60599, -0.42447], [-0.23220, -0.35029, 1.35918], [-0.07742, -1.45111, -1.17170], [1.53702, -2.87025, -0.35595], [-2.83325, 1.02717, 0.36084], [-2.63777, -0.47350, 1.02861], [-2.80626, -0.19447, -0.74996], [-0.77025, 1.95113, -0.72849]],
  "total_charge": 1,
  "orbital_gap_ev": 8.259
}

***

9.
{
  "formula": "C5H5ClNO2S",
  "method": "ωB97M-V/def2-TZVPD",
  "elements": ["C", "C", "S", "C", "N", "C", "Cl", "C", "O", "O", "H", "H", "H", "H", "H"],
  "positions_angstrom": [[-0.85958, 1.86598, -0.81480], [-0.16644, 1.29529, 0.51121], [1.47418, 2.04432, 0.46999], [-0.31905, -0.30413, 0.48092], [-0.05033, -0.85415, -0.81008], [0.74145, -1.83221, -0.59439], [1.32840, -2.86434, -1.78034], [0.92439, -2.09965, 0.81952], [1.52096, -2.98228, 1.37501], [0.31107, -1.03911, 1.45557], [-1.74567, 1.31209, -0.72101], [-0.24438, 1.51520, -1.58025], [-0.81456, 2.83141, -0.64898], [-0.61973, 1.59333, 1.33861], [-1.48069, -0.48174, 0.49902]],
  "total_charge": -1,
  "smiles": "C[C@H]([S-])[C@H]1N=C(Cl)C(=O)O1",
  "orbital_gap_ev": 5.749
}

***

10.
{
  "formula": "C5H5F",
  "method": "ωB97M-V/def2-TZVPD",
  "elements": ["C", "C", "C", "C", "C", "F", "H", "H", "H", "H", "H"],
  "positions_angstrom": [[-2.22994, -1.14092, -0.15744], [-1.10670, -0.61224, -0.02639], [0.16558, 0.13756, -0.09873], [0.10298, 1.36801, -0.43460], [1.39860, -0.39994, 0.31531], [1.68973, -1.50588, -0.55035], [-3.55274, -1.21760, -0.01764], [0.93910, 2.13187, -0.01403], [-0.92945, 1.74751, -0.60703], [2.10273, 0.24401, 0.26648], [1.42012, -0.75239, 1.32443]],
  "total_charge": 0,
  "smiles": "C#CC(=C)CF",
  "orbital_gap_ev": 10.257
}

***

11.
{
  "formula": "C5H5F2N",
  "method": "ωB97M-V/def2-TZVPD",
  "elements": ["F", "C", "F", "C", "C", "C", "N", "C", "H", "H", "H", "H", "H"],
  "positions_angstrom": [[2.43655, 1.14717, -0.10028], [1.89076, -0.05850, 0.25565], [2.46394, -1.02272, -0.52145], [0.42807, -0.02395, 0.06492], [-0.45828, -1.13960, 0.07522], [-1.73544, -0.64402, -0.10640], [-1.62572, 0.71875, -0.23728], [-0.33004, 1.10597, -0.13462], [2.21329, -0.27632, 1.27719], [-0.16753, -2.18533, 0.19405], [-2.67771, -1.14593, -0.14607], [-2.40899, 1.35644, -0.40877], [-0.02891, 2.16804, -0.21216]],
  "total_charge": 0,
  "smiles": "FC(F)c1cc[nH]c1",
  "orbital_gap_ev": 9.594
}

***

12.
{
  "formula": "C5H5F3",
  "method": "ωB97M-V/def2-TZVPD",
  "elements": ["C", "C", "C", "C", "F", "C", "F", "F", "H", "H", "H", "H", "H"],
  "positions_angstrom": [[0.38615, -1.80835, 1.12369], [-0.52280, -1.06927, 0.33203], [-0.37111, 0.36479, -0.05595], [0.98726, 1.07245, -0.29597], [2.05135, -0.08588, -0.33040], [-1.31121, 1.00435, -0.79330], [-1.06036, 2.30605, -1.23621], [-2.47733, 0.56144, -1.16438], [-0.04573, -2.67743, 1.21353], [1.37715, -1.42110, 1.58698], [-1.45318, -1.65377, 0.19758], [1.21720, 1.57064, 0.76041], [1.22263, 1.83608, -1.33803]],
  "total_charge": 0,
  "smiles": "C=CC(CF)=C(F)F",
  "orbital_gap_ev": 9.618
}

***

13.
{
  "formula": "C5H5FNdO4",
  "method": "ωB97M-V/def2-TZVPD",
  "elements": ["C", "H", "H", "C", "O", "Nd", "H", "O", "O", "O", "C", "C", "C", "H", "H", "F"],
  "positions_angstrom": [[-1.17859, 2.67312, -0.35236], [-0.23532, 2.20717, 0.03591], [-1.03427, 3.76266, -0.42845], [-1.64020, 2.18689, -1.65786], [-1.02453, 2.29034, -2.72093], [1.09108, 2.56992, -3.98277], [-2.66823, 1.78878, -1.71269], [4.58988, 1.33071, -0.95593], [2.82342, 2.38956, -0.31471], [3.12971, 2.00200, -2.50505], [4.63919, 1.33247, 0.48094], [3.34937, 1.80551, 0.89810], [3.51970, 1.95031, -1.32607], [5.17837, 0.47304, 0.87581], [-1.96954, 2.46241, 0.38724], [3.29094, 2.81641, 1.85830]],
  "multiplicity": 5,
  "total_charge": 2,
  "orbital_gap_ev": [7.745, 8.818]
}

***

14.
{
  "formula": "C5H5FOS",
  "method": "ωB97M-V/def2-TZVPD",
  "elements": ["O", "C", "C", "C", "S", "C", "C", "F", "H", "H", "H", "H", "H"],
  "positions_angstrom": [[-0.52788, 1.66282, -1.21696], [-1.27170, 1.43488, -0.26768], [-1.00770, 0.28657, 0.69085], [-0.41133, -0.94732, 0.04846], [-1.40338, -2.02490, -0.72645], [1.05129, -1.17279, 0.04206], [1.87925, -0.19201, -0.27991], [3.20635, -0.44765, -0.46041], [-2.12235, 2.06301, -0.01032], [-0.38804, 0.69877, 1.52836], [-1.98538, 0.01175, 1.15687], [1.38422, -2.17512, 0.11518], [1.59666, 0.80198, -0.62007]],
  "total_charge": 0,
  "smiles": "O=CCC(=S)/C=C/F",
  "orbital_gap_ev": 8.161
}

***

15.
{
  "formula": "C5H5FeO3",
  "method": "ωB97M-V/def2-TZVPD",
  "elements": ["O", "C", "O", "Fe", "H", "O", "C", "C", "C", "C", "H", "H", "H", "H"],
  "positions_angstrom": [[-0.27269, 2.31424, -0.09791], [-1.05340, 1.35571, -0.18212], [-1.26656, 0.56099, 0.86097], [1.75379, 1.97029, -0.11681], [-1.81171, 1.31966, -0.98526], [2.89137, -0.83832, 0.72508], [1.93777, -0.16479, -0.01646], [0.85794, -0.80507, -0.41041], [-0.44887, -0.98086, -0.69783], [-1.49668, -0.79115, 0.38641], [3.60434, -0.23271, 0.93960], [-0.78100, -1.40364, -1.65152], [-2.51565, -0.86658, -0.02027], [-1.39866, -1.43779, 1.26652]],
  "multiplicity": 6,
  "total_charge": 0,
  "orbital_gap_ev": [6.058, 8.513]
}

***

16.
{
  "formula": "C5H5I2NO2",
  "method": "ωB97M-V/def2-TZVPD",
  "elements": ["O", "C", "C", "C", "O", "I", "N", "C", "C", "I", "H", "H", "H", "H", "H"],
  "positions_angstrom": [[-1.17199, 0.27115, 2.40585], [-0.49504, 0.12726, 1.37424], [-1.32375, 0.04892, 0.11937], [-1.33653, 1.01504, -0.78039], [-2.32086, 1.02699, -1.71248], [0.01272, 2.65941, -1.06672], [0.87570, -0.13231, 1.45155], [1.72717, -0.80315, 0.50072], [1.38986, -1.26423, -0.65593], [2.80737, -2.02653, -2.04335], [-2.14131, -0.75199, 0.16771], [-2.33140, 1.92667, -1.89882], [1.13079, 0.21763, 2.40450], [2.74232, -0.86954, 0.84186], [0.43494, -1.44533, -1.10812]],
  "total_charge": 0,
  "smiles": "O=C(/C=C(/O)I)N/C=C/I",
  "orbital_gap_ev": 8.754
}

***

17.
{
  "formula": "C5H5N",
  "method": "ωB97M-V/def2-TZVPD",
  "elements": ["C", "C", "C", "C", "C", "N", "H", "H", "H", "H", "H"],
  "positions_angstrom": [[-1.45940, -1.04602, 0.03091], [-0.91927, 0.33418, -0.11860], [0.36515, 0.78905, -0.08616], [1.48838, -0.01680, -0.32912], [2.75593, 0.50740, -0.07211], [3.85708, 0.73499, 0.25403], [-0.96774, -1.54829, 0.86357], [-1.35429, -1.70120, -0.83644], [-2.52320, -0.99801, 0.26489], [0.44022, 1.83575, 0.18681], [-1.68287, 1.10895, -0.15779]],
  "total_charge": 0,
  "orbital_gap_ev": [6.898, 6.805]
}

***

18.
{
  "formula": "C5H5N",
  "method": "ωB97M-V/def2-TZVPD",
  "elements": ["C", "C", "C", "C", "C", "N", "H", "H", "H", "H", "H"],
  "positions_angstrom": [[-2.12923, 0.63322, -0.49066], [-1.28343, -0.15538, 0.19736], [0.02065, 1.55124, -1.75982], [0.09575, -0.00512, 0.04683], [1.22543, -0.72613, 0.62965], [0.55773, 0.89356, -0.90117], [-1.75349, 1.51086, -1.13367], [-1.42188, -0.97692, 0.89379], [0.81215, -1.13482, 1.58256], [2.16634, -0.09299, 0.89679], [1.70997, -1.49753, 0.03835]],
  "total_charge": 0,
  "orbital_gap_ev": [8.523, 6.611]
}

***

19.
{
  "formula": "C5H5N",
  "method": "ωB97M-V/def2-TZVPD",
  "elements": ["C", "C", "C", "C", "C", "N", "H", "H", "H", "H", "H"],
  "positions_angstrom": [[-1.28898, -0.59961, -0.53017], [-0.17590, 0.29407, -0.07331], [1.07799, -0.10975, 0.29356], [2.17141, -0.87541, -0.03192], [-0.47948, 1.68449, 0.12553], [-0.70511, 2.81969, 0.21557], [-1.02674, -1.64466, -0.36092], [-2.19758, -0.37641, 0.04043], [-1.51465, -0.44756, -1.59036], [1.39285, 0.55679, 1.10759], [2.74620, -1.30164, 0.80400]],
  "total_charge": 0,
  "orbital_gap_ev": [7.646, 7.642]
}

***

20.
{
  "formula": "C5H5N",
  "method": "ωB97M-V/def2-TZVPD",
  "elements": ["C", "C", "C", "N", "C", "C", "H", "H", "H", "H", "H"],
  "positions_angstrom": [[-0.20603, 1.14828, 0.03431], [-1.27783, 0.29573, 0.26532], [-0.96994, -1.04732, 0.00220], [0.23626, -1.53418, 0.24954], [1.26359, -0.69613, 0.19731], [1.05692, 0.61080, -0.23340], [-0.34531, 2.22548, 0.02546], [-2.27499, 0.62828, 0.55386], [-1.53032, -1.65559, -0.69800], [2.24336, -1.11247, 0.41619], [1.80429, 1.13711, -0.81279]],
  "total_charge": 0,
  "smiles": "c1ccncc1",
  "orbital_gap_ev": 9.488
}